The following is a quantum chemistry calculation of a 16-piece molecular cluster, C59H161N21O21 overall, from OMol25.

XYZ file:
```
262
C59H161N21O21 (the ωB97M-V functional and the def2-TZVPD basis)
C 10.1566 13.4463 -15.1037
C 10.2263 13.6718 -13.6059
C 9.8614 15.1098 -13.1513
O 10.8167 16.0715 -13.6569
C 10.4162 17.3641 -13.2686
N 9.4571 12.6696 -12.8807
H 9.1407 13.5650 -15.4805
H 10.4383 12.4616 -15.4768
H 10.8371 14.1514 -15.5809
H 11.2192 13.4208 -13.2329
H 9.9060 15.1590 -12.0633
H 8.8570 15.3694 -13.4860
H 10.0861 17.5732 -12.2511
H 9.5693 17.8854 -13.7149
H 11.2612 17.9855 -13.5654
H 8.5046 12.9882 -12.9870
H 9.6091 11.8499 -13.4508
C 20.3318 19.8743 -16.0394
C 19.0720 19.5609 -15.2731
C 19.1408 20.0053 -13.8237
O 17.8892 19.6043 -13.2617
C 17.7194 19.9192 -11.9034
N 17.9405 20.1384 -15.9828
H 20.3532 20.8843 -16.4489
H 20.3461 19.1859 -16.8844
H 21.2088 19.7433 -15.4056
H 18.8839 18.4876 -15.2468
H 19.1694 21.0897 -13.9305
H 20.0346 19.6341 -13.3224
H 18.4055 19.2940 -11.3319
H 16.6750 19.7056 -11.6758
H 17.8730 20.9704 -11.6594
H 17.9520 21.1431 -15.8796
H 17.1330 19.9334 -15.4118
C 16.0904 23.7999 -5.5977
C 14.8074 23.3923 -4.8925
C 13.7856 22.7911 -5.9403
O 13.4279 23.7768 -6.8708
C 12.3195 23.3926 -7.6869
N 15.1131 22.3808 -3.8591
H 15.8821 24.5158 -6.3928
H 16.4349 22.8769 -6.0640
H 16.8639 24.0992 -4.8905
H 14.3704 24.2291 -4.3477
H 12.8714 22.5459 -5.3996
H 14.0991 21.8655 -6.4229
H 12.3878 22.4985 -8.3066
H 12.1894 24.1025 -8.5037
H 11.3917 23.4053 -7.1150
H 15.7283 22.7623 -3.1548
H 14.2498 22.1634 -3.3821
C 19.5807 16.0535 8.4435
C 20.4628 14.8313 8.8001
C 20.3908 14.5131 10.2694
O 20.8645 15.5773 11.0720
C 20.6379 15.4256 12.4983
N 20.0378 13.6935 8.0731
H 18.5287 15.8311 8.2644
H 20.1140 16.5443 7.6294
H 19.5979 16.7385 9.2912
H 21.5105 15.0233 8.5689
H 20.8421 13.5868 10.6249
H 19.3619 14.3647 10.5971
H 21.0015 14.4475 12.8133
H 19.5502 15.4054 12.5652
H 21.1104 16.2565 13.0222
H 20.6698 12.9521 8.3395
H 20.2971 13.8071 7.1036
C 4.4834 11.8631 3.6716
C 3.1474 11.5031 3.1394
C 1.9512 11.9012 4.0780
O 1.9534 11.1501 5.3246
C 1.4364 9.8358 5.2864
N 3.0295 12.2322 1.8760
H 4.4500 11.9117 4.7600
H 4.8146 12.8625 3.3893
H 5.2703 11.1773 3.3577
H 3.1056 10.4339 2.9318
H 1.0102 11.8150 3.5348
H 2.0873 12.9751 4.2060
H 0.4519 9.9090 4.8244
H 1.4963 9.3123 6.2406
H 2.0517 9.2581 4.5966
H 2.0533 12.1756 1.6232
H 3.2911 13.1882 2.0701
C 24.5995 12.7673 -1.3773
C 23.9860 12.3721 -2.7105
C 22.5314 11.8378 -2.6180
O 22.1445 11.1976 -3.8148
C 20.9211 10.4636 -3.5298
N 24.0572 13.5209 -3.5653
H 24.0998 13.6347 -0.9460
H 25.6490 13.0520 -1.4522
H 24.3913 12.1030 -0.5385
H 24.6056 11.6534 -3.2469
H 21.8912 12.6879 -2.3825
H 22.5886 11.0613 -1.8552
H 21.0371 9.6225 -2.8463
H 20.4690 10.0732 -4.4415
H 20.1505 11.0884 -3.0781
H 23.2768 13.4096 -4.1966
H 23.8633 14.3262 -2.9872
C 0.0604 21.6558 -8.8936
O 1.3765 21.2343 -8.7124
C 1.9573 20.4561 -9.7491
C 3.2711 19.8250 -9.3329
N 3.1305 18.8784 -8.2864
C 4.4511 18.1962 -8.0429
C 4.4757 17.2019 -6.9065
O 4.3517 17.9123 -5.6912
C 4.3509 17.2062 -4.5085
H -0.5992 20.7942 -8.7906
H -0.1942 22.0842 -9.8631
H -0.1865 22.3350 -8.0776
H 2.1456 21.1633 -10.5569
H 1.2381 19.7232 -10.1148
H 3.9732 20.6289 -9.1119
H 3.7396 19.2159 -10.1059
H 2.9481 19.3597 -7.4174
H 5.2412 18.9352 -7.9095
H 4.6030 17.5254 -8.8885
H 5.4595 16.7435 -7.0070
H 3.6599 16.4808 -6.9581
H 3.6103 17.7418 -3.9145
H 5.3499 17.1321 -4.0789
H 3.9570 16.1961 -4.6206
C 11.8696 21.0722 1.4737
O 13.1820 21.1355 2.0428
C 13.4743 20.0720 2.9843
C 12.8461 20.2470 4.3730
N 13.2651 21.5061 5.0288
C 14.5973 21.4994 5.5856
C 14.9326 22.8076 6.3126
O 14.9662 23.9418 5.4234
C 15.3085 25.1379 6.1434
H 11.1076 21.0897 2.2528
H 11.6474 20.1948 0.8663
H 11.7078 21.9554 0.8558
H 14.5535 19.9415 3.0646
H 13.1576 19.1463 2.5038
H 13.1016 19.4213 5.0372
H 11.7591 20.1700 4.3512
H 13.1838 22.1898 4.2899
H 15.2629 21.2709 4.7533
H 14.8438 20.5907 6.1348
H 15.8987 22.7504 6.8141
H 14.1885 22.9739 7.0916
H 16.1428 25.0182 6.8345
H 14.4134 25.3718 6.7197
H 15.4951 25.9504 5.4412
C 16.0267 1.0038 5.4093
O 15.3214 2.2014 5.2934
C 15.3589 2.9505 6.5342
C 14.8655 4.3436 6.2652
N 15.9140 5.1366 5.6534
C 15.3763 6.4173 5.1998
C 16.5075 7.3259 4.7468
O 17.1558 6.7902 3.5415
C 18.2083 7.5966 2.9953
H 15.7170 0.4314 4.5349
H 15.7809 0.5339 6.3616
H 17.1057 1.1514 5.3652
H 16.3806 3.0023 6.9103
H 14.7260 2.3997 7.2300
H 14.6363 4.7799 7.2374
H 13.8842 4.4355 5.7998
H 16.1916 4.5901 4.8507
H 14.8602 6.9417 6.0040
H 14.6774 6.2575 4.3788
H 17.2989 7.5635 5.4577
H 16.1341 8.3075 4.4549
H 18.9575 7.8971 3.7277
H 17.7754 8.4390 2.4558
H 18.8664 7.0486 2.3209
C 10.6576 14.1956 11.7006
O 9.3351 13.9231 11.4162
C 8.8966 12.5610 11.6602
C 7.5282 12.4075 10.9905
N 6.4296 12.6469 11.9556
C 5.2215 12.0796 11.3380
C 4.0345 11.8785 12.3511
O 4.4475 11.3736 13.6600
C 3.4266 10.9743 14.5359
H 10.8345 14.5343 12.7214
H 11.0459 14.9644 11.0325
H 11.3274 13.3421 11.5961
H 8.7079 12.4861 12.7311
H 9.5544 11.7341 11.3926
H 7.4796 11.3451 10.7516
H 7.4461 12.9824 10.0680
H 6.6784 12.3408 12.8854
H 5.3865 11.0524 11.0131
H 4.8924 12.5990 10.4380
H 3.2622 11.2253 11.9450
H 3.5625 12.8457 12.5236
H 3.7296 10.8867 15.5793
H 3.1090 9.9750 14.2380
H 2.6130 11.6994 14.5508
C 12.5159 13.9358 3.3062
O 12.7506 14.1048 1.9042
C 11.9142 13.1600 1.1302
C 11.9172 13.4564 -0.3799
N 13.2224 13.2480 -1.0179
C 13.1520 13.5363 -2.4386
C 12.2685 14.6694 -2.9502
O 12.8147 14.9594 -4.1983
C 11.8601 15.6300 -5.0204
H 13.2416 14.4629 3.9256
H 12.6994 12.8975 3.5826
H 11.5148 14.0998 3.7050
H 10.9264 13.2915 1.5720
H 12.3290 12.1611 1.2657
H 11.6399 14.4943 -0.5645
H 11.2474 12.7978 -0.9327
H 13.5695 12.2995 -1.0174
H 12.9158 12.6045 -2.9525
H 14.2029 13.6796 -2.6899
H 12.2669 15.5298 -2.2811
H 11.3048 14.1748 -3.0711
H 11.5358 16.4899 -4.4343
H 11.0291 15.0359 -5.4005
H 12.3846 16.1086 -5.8474
C 15.4939 6.4403 -2.4161
O 14.8974 7.4818 -2.0956
N 15.3365 5.8484 -3.5480
N 16.2571 5.7576 -1.6606
H 14.7240 6.2835 -4.2230
H 15.6692 4.8950 -3.5716
H 16.5682 6.1393 -0.7788
H 16.5419 4.8227 -1.9155
C 6.8333 8.0924 -0.6086
O 6.2492 7.5696 0.3122
N 7.6984 7.4856 -1.3534
N 6.6764 9.3597 -0.9596
H 8.0466 6.5824 -1.0651
H 8.1877 8.0631 -2.0221
H 5.9150 9.8445 -0.5065
H 7.2001 9.7892 -1.7089
C 18.4570 14.7440 1.4495
O 19.6500 14.8162 1.6229
N 17.8169 14.8280 0.3128
N 17.5886 14.6844 2.4406
H 18.4014 15.0240 -0.4872
H 16.8105 14.7515 0.2737
H 17.9348 14.6381 3.3882
H 16.5894 14.7298 2.3001
C 9.0428 10.5222 -6.9713
O 9.2966 10.3570 -5.7960
N 7.8715 10.2564 -7.5265
N 9.8994 10.8165 -7.9460
H 7.6795 10.4116 -8.5058
H 7.2764 9.7266 -6.9058
H 9.6765 10.9721 -8.9188
H 10.8430 10.8837 -7.5922
C 18.3440 18.0101 -4.5568
O 18.8507 17.0042 -4.9426
N 17.0781 18.0864 -4.3310
N 18.9083 19.1089 -4.1455
H 16.5129 17.3534 -4.7351
H 16.6020 18.9333 -4.0553
H 18.3208 19.6861 -3.5608
H 19.9183 19.1172 -4.1425
```

Results
- molar mass (g mol⁻¹) = 1501.1
- HOMO-LUMO gap (eV) = 8.6
- largest force on an atom (eV/Å) = 6.447
- electronic energy (Eh) = -5073.98245